{"formula": "C5H11N2O", "method": "ωB97M-V/def2-TZVPD", "symbols": ["N", "C", "C", "O", "C", "C", "C", "N", "H", "H", "H", "H", "H", "H", "H", "H", "H", "H", "H"], "coordinates": [[1.67615, -0.90352, 2.22574], [0.59255, -0.27129, 1.52262], [0.98955, 1.28122, 1.41450], [0.23764, 2.04224, 0.87104], [0.35275, -0.98299, 0.15967], [-0.73725, -0.51113, -0.71072], [-0.53401, 0.38960, -1.65514], [-1.64479, 0.72714, -2.59850], [1.63896, -0.59133, 3.19161], [1.66336, -1.91997, 2.29101], [-0.35146, -0.22474, 2.09212], [1.94355, 1.56991, 1.87850], [1.21978, -1.21870, -0.47486], [0.18035, -2.00445, 0.54264], [-1.73437, -0.88736, -0.47122], [0.34471, 0.98493, -1.82716], [-1.32301, 1.39333, -3.30098], [-2.08920, -0.09913, -3.00184], [-2.42529, 1.22624, -2.14902]], "lowdin_charge": [0.026, -0.346, -0.171, 0.048, -0.149, -0.070, -0.065, 0.204, 0.090, 0.089, 0.148, 0.127, 0.137, 0.127, 0.140, 0.135, 0.173, 0.175, 0.181], "homo_ev": -12.51, "smiles": "N[C@@H](C=O)C/C=C/[NH3+]", "total_charge": 1, "total_energy_ha": -381.560083, "gap_ev": 8.842}